No. 1
Below is the molecule C8H10N2 in a non-equilibrium geometry, with properties calculated with ωB97M-V/def2-TZVPD.

Geometry (Å):
C (-1.733, -2.003, -0.107)
C (-0.740, -0.885, -0.235)
C (0.564, -0.849, -0.079)
N (1.692, -1.401, 0.171)
C (2.800, -0.711, 0.061)
C (2.865, 0.739, -0.085)
C (1.670, 1.471, -0.172)
N (0.501, 0.711, -0.040)
C (-0.958, 0.605, -0.439)
C (-1.967, 1.381, 0.442)
H (-2.602, -1.601, 0.422)
H (-1.343, -2.869, 0.603)
H (-2.152, -2.481, -0.991)
H (3.696, -1.370, 0.107)
H (3.796, 1.280, -0.034)
H (1.705, 2.601, -0.485)
H (-1.133, 0.733, -1.477)
H (-1.812, 1.100, 1.521)
H (-3.025, 1.079, 0.266)
H (-1.823, 2.469, 0.552)

Output
- largest force on an atom (Eh/bohr) = 0.1189
- SMILES string = CC1=C2N=CC=CN2[C@@H]1C
- charge = 0



No. 2
Below is the molecule C8H10N2O2 in a non-equilibrium geometry, with properties calculated with ωB97M-V/def2-TZVPD.

Geometry (Å):
C (2.192, 1.465, 0.476)
C (1.873, 0.623, -0.778)
C (1.976, -0.872, -0.568)
C (1.064, -1.469, 0.549)
C (-0.296, -1.135, 0.400)
C (-1.460, -0.816, 0.212)
C (-2.993, -0.309, 0.100)
C (-3.819, -1.376, 0.367)
N (-4.399, -2.351, 0.498)
N (-3.314, 0.937, -0.021)
O (-4.426, 1.349, -0.052)
O (-2.270, 1.754, -0.375)
H (1.582, 1.193, 1.322)
H (2.014, 2.519, 0.293)
H (3.237, 1.328, 0.734)
H (0.743, 0.911, -0.930)
H (2.581, 0.953, -1.648)
H (3.029, -0.866, -0.352)
H (1.765, -1.504, -1.430)
H (1.042, -2.527, 0.370)
H (1.307, -1.163, 1.529)
H (-1.429, 1.356, -0.695)

Output
- largest force on an atom (Eh/bohr) = 0.1322
- SMILES string = CCCCC#C/C(C#N)=[N+](/[O-])O
- charge = 0



No. 3
Below is a structure of composition C8H10N2O3 in a non-equilibrium geometry, with properties calculated with ωB97M-V/def2-TZVPD.

Geometry (Å):
C (-1.125, -0.417, 2.173)
C (-1.143, -2.123, 0.650)
C (-0.448, 0.361, 1.274)
C (-0.494, -1.429, -0.389)
C (-0.105, -0.193, 0.026)
C (-0.172, 1.736, 1.729)
C (0.075, -2.099, -1.634)
C (0.479, 1.029, -1.419)
N (-1.395, -1.685, 1.902)
N (1.883, 1.025, -1.274)
O (2.521, -0.025, -1.448)
O (2.410, 2.042, -0.925)
O (-0.214, 2.240, -1.243)
H (-1.239, -0.003, 3.250)
H (-1.434, -3.131, 0.568)
H (-0.902, 2.343, 1.357)
H (-0.406, 1.870, 2.785)
H (0.751, 2.158, 1.352)
H (1.109, -1.718, -1.874)
H (0.042, -3.229, -1.366)
H (-0.652, -2.073, -2.424)
H (0.149, 0.530, -2.280)
H (0.310, 2.790, -0.789)

Output
- largest force on an atom (Eh/bohr) = 0.1160
- charge = 0



No. 4
Below is a cluster of 2 separate species, C8H10N2O3P in total in a non-equilibrium geometry, with properties calculated with ωB97M-V/def2-TZVPD.

Geometry (Å):
C (-2.018, -1.651, -1.843)
C (-1.243, -0.580, -2.165)
C (-2.075, -2.016, -0.581)
C (-0.537, 0.155, -1.200)
C (-1.463, -1.308, 0.476)
C (-0.733, -0.121, 0.179)
C (2.461, -1.100, -0.119)
C (-0.042, 0.555, 1.194)
N (3.363, -0.310, -0.086)
N (1.739, -2.068, -0.148)
O (1.202, 2.381, 2.585)
O (1.690, 2.403, 0.114)
O (-0.474, 3.342, 0.929)
P (0.624, 2.127, 1.060)
H (-2.525, -2.186, -2.522)
H (-1.040, -0.408, -3.159)
H (-2.515, -2.966, -0.147)
H (-0.038, 1.085, -1.484)
H (-1.562, -1.708, 1.491)
H (-0.084, 0.134, 2.156)
H (-1.100, 3.513, 1.663)
H (3.130, 0.696, 0.159)
H (2.102, 2.399, 2.342)
H (1.141, -2.368, -0.893)

Output
- largest force on an atom (Eh/bohr) = 0.1309
- charge = -1



No. 5
Below is the molecule C8H10N2O3S in a non-equilibrium geometry, with properties calculated with ωB97M-V/def2-TZVPD.

Geometry (Å):
C (1.585, 2.216, 0.822)
C (2.808, 1.660, 0.358)
C (0.440, 1.518, 1.094)
C (2.767, 0.281, 0.152)
C (0.442, 0.160, 0.851)
C (1.599, -0.453, 0.427)
C (-1.740, -0.794, 0.049)
C (-1.466, -0.323, -1.335)
N (-2.387, -1.990, 0.233)
N (-0.661, -0.673, 1.143)
O (-1.907, 0.086, 1.161)
O (-0.543, -1.713, 1.815)
O (2.679, -2.666, -0.723)
S (1.523, -2.310, 0.078)
H (1.550, 3.329, 0.930)
H (3.668, 2.217, 0.124)
H (-0.415, 2.019, 1.622)
H (3.621, -0.269, -0.284)
H (-1.995, 0.577, -1.493)
H (-1.781, -1.138, -1.954)
H (-0.471, 0.002, -1.536)
H (-2.293, -2.317, 1.251)
H (-2.208, -2.678, -0.487)
H (1.915, -2.329, 1.462)

Output
- largest force on an atom (Eh/bohr) = 0.0660
- charge = 0



No. 6
Below is a cluster of 2 separate species, C8H10N2O4P in total in a non-equilibrium geometry, with properties calculated with ωB97M-V/def2-TZVPD.

Geometry (Å):
C (2.368, -2.677, 1.095)
C (1.211, -3.314, 0.687)
C (2.519, -1.300, 0.911)
C (0.254, -2.491, 0.055)
C (1.562, -0.582, 0.236)
C (-3.457, 0.129, -0.669)
C (-2.566, 2.412, -1.337)
C (-2.857, 1.239, -0.341)
N (0.389, -1.133, -0.125)
N (-2.302, 1.510, 0.947)
O (3.109, 1.609, 0.407)
O (0.523, 2.046, 0.270)
O (-3.961, -0.777, -1.195)
O (1.883, 1.186, -1.757)
P (1.667, 1.207, -0.278)
H (3.086, -3.214, 1.677)
H (1.026, -4.291, 1.084)
H (3.472, -0.863, 0.988)
H (-0.625, -2.815, -0.430)
H (-2.865, 2.300, -2.327)
H (-1.492, 2.557, -1.293)
H (-3.119, 3.204, -0.869)
H (-1.261, 1.898, 0.937)
H (3.754, 1.307, -0.331)
H (-2.317, 0.852, 1.659)

Output
- largest force on an atom (Eh/bohr) = 0.0775
- charge = -1



no.,LUMO energy (eV)
1,0.3017
2,-0.4173
3,-0.5741
4,3.5169
5,0.5452
6,3.2370